No. 1
24
Properties=species:S:1:pos:R:3 method="wB97M-V/def2-TZVPD" energy_ha=-459.11310 e_lumo_ev=0.74 multiplicity=1 mol_weight_da=128.2 smiles=NCCCN.O.O.O homo_energy_ha=-0.3416
N 0.061 -0.959 1.895
C -0.535 -1.540 0.704
C -0.064 -0.712 -0.524
C -0.848 -1.076 -1.797
N -1.987 -0.188 -1.973
H -0.148 -1.288 2.824
H -0.120 0.036 1.883
H -0.138 -2.548 0.589
H -1.630 -1.565 0.734
H 1.011 -0.800 -0.619
H -0.199 0.305 -0.170
H -0.112 -1.096 -2.602
H -1.185 -2.100 -1.629
H -2.815 -0.666 -2.276
H -1.800 0.540 -2.647
O 2.641 0.146 0.784
H 2.073 -0.139 1.522
H 3.279 -0.559 0.751
O -1.398 1.987 1.130
H -0.784 2.691 0.888
H -1.353 1.410 0.370
O 1.771 3.033 0.083
H 2.263 2.570 0.772
H 2.021 2.518 -0.691



No. 2
24
Properties=species:S:1:pos:R:3 method="wB97M-V/def2-TZVPD" energy_ha=-459.07805 e_lumo_ev=0.38 multiplicity=1 mol_weight_da=128.2 smiles=NCCCN.O.O.O homo_energy_ha=-0.3375
N -0.590 -0.671 2.818
C 0.488 -0.849 1.816
C 0.606 0.411 0.996
C 0.049 0.331 -0.457
N -0.072 1.752 -0.786
H -0.303 0.035 3.510
H -1.429 -0.265 2.444
H 1.366 -1.315 2.296
H 0.059 -1.636 1.149
H 1.700 0.587 0.855
H 0.136 1.297 1.442
H 0.690 -0.310 -1.032
H -0.962 -0.017 -0.544
H -0.408 1.912 -1.740
H 0.762 2.319 -0.730
O -3.192 1.595 0.576
H -2.700 0.962 1.100
H -2.563 2.104 0.052
O 2.721 -1.716 -1.877
H 2.697 -1.572 -0.927
H 1.937 -2.235 -2.087
O -0.282 -1.082 -2.602
H 0.396 -0.768 -3.216
H -1.107 -0.872 -3.057



> What is the multiplicity in the first record?

1